Density functional theory data (ωB97M-V/def2-TZVPD) for 11 unconnected molecules or ions with the total composition C20H60F6N10O10P in a non-equilibrium geometry.

XYZ file:
```
107
Properties=species:S:1:pos:R:3:forces:R:3
P -0.019157 0.345244 0.610709 2.0 -0.9 -1.4
F 0.251480 1.417787 1.744825 -0.3 0.2 0.5
F -0.404942 -0.779143 1.754374 -0.9 1.1 -0.7
F -1.517299 0.912322 0.241595 0.4 -0.1 1.5
F -0.249795 -0.683690 -0.568497 -0.9 -1.5 -0.8
F 0.640734 1.364249 -0.473494 -0.5 1.1 -0.4
F 1.516743 -0.280872 0.650923 0.2 0.2 1.3
C -3.722727 4.853623 5.110813 4.4 -1.5 3.3
O -2.734372 4.624316 5.826245 -0.3 0.5 -0.4
N -4.081696 4.140924 4.128268 -0.4 -4.6 -4.5
N -4.547131 5.803783 5.239410 -4.2 6.5 2.5
H -5.025370 4.235289 3.780890 0.7 -0.6 -0.5
H -3.445122 3.384850 3.920337 -0.7 -0.3 -0.4
H -4.445235 6.478575 5.983965 0.1 -0.3 0.0
H -5.468882 5.783080 4.827017 0.4 0.1 0.0
C 7.015402 -2.899176 0.520364 2.8 0.8 0.1
O 8.076246 -2.900753 1.097658 1.6 0.0 0.9
N 6.873743 -2.395253 -0.687046 0.0 1.3 -3.1
N 5.933030 -3.372392 1.010888 -5.1 -2.4 2.4
H 5.971498 -2.385655 -1.140873 0.4 0.3 0.0
H 7.628895 -1.804660 -1.004965 -0.3 -0.2 -0.2
H 5.863565 -3.705337 1.961897 0.4 0.1 -0.3
H 5.068783 -3.396801 0.488805 0.2 0.1 0.2
C 5.805705 0.097289 5.534437 0.7 0.8 1.6
O 6.779351 0.246465 4.851494 1.8 0.0 -0.5
N 4.633044 -0.177565 5.121601 -4.7 -1.9 -4.9
N 5.681995 0.190696 6.852660 2.7 1.0 3.3
H 3.762346 0.015800 5.595524 0.4 -0.2 -0.4
H 4.676520 -0.457696 4.152206 -1.1 0.2 -0.1
H 6.488014 0.670540 7.227040 -0.5 0.0 0.9
H 4.775760 0.161777 7.297642 0.7 0.2 0.1
C -0.321048 0.050288 8.320660 -1.3 -0.7 0.4
O -0.080965 -1.029934 8.774919 0.8 -2.0 1.1
N -0.727611 1.094729 9.017904 -0.2 2.3 2.6
N -0.441531 0.315579 7.043228 0.6 0.2 -3.6
H -1.021339 1.916940 8.510178 -0.2 -0.1 0.8
H -0.950690 0.944397 9.991423 0.2 0.4 -0.3
H -0.661695 -0.463947 6.439932 0.3 0.5 -0.3
H -0.608561 1.283353 6.807395 -0.2 -0.6 -0.8
C 5.663410 3.646972 -0.799273 3.9 1.8 -0.2
O 6.822251 4.062486 -0.948924 0.0 0.7 0.3
N 4.738727 4.242333 -0.145580 -2.3 2.7 2.1
N 5.339208 2.533717 -1.310093 -0.5 -4.9 -2.6
H 3.848312 3.777343 -0.040429 0.0 0.8 0.5
H 5.077442 5.118124 0.226389 -1.0 -0.1 0.4
H 6.175502 2.173159 -1.746799 -0.7 -0.9 -0.3
H 4.415324 2.125999 -1.292900 0.5 -0.2 -0.2
C -4.914413 0.691123 -6.094056 -1.0 -0.9 -1.5
C -4.859885 0.874153 -4.648632 -1.3 0.3 0.6
C -5.205824 -0.379569 -3.827049 0.0 0.9 -0.5
O -3.594274 1.347758 -4.371429 1.6 -0.1 1.0
H -4.175363 -0.060501 -6.371492 0.2 0.3 -0.4
H -4.851017 1.633661 -6.637833 0.5 -0.1 0.0
H -5.887504 0.267641 -6.342776 -0.2 -0.1 -0.2
H -5.526505 1.701821 -4.406400 -0.7 -0.1 0.3
H -4.501721 -1.172392 -4.079587 0.1 0.0 0.3
H -6.215816 -0.736890 -4.027838 0.0 0.1 -0.1
H -5.170643 -0.050383 -2.788542 0.2 -0.6 0.2
H -3.433791 1.076406 -3.464668 0.6 0.3 0.2
C -0.423155 -6.843196 -1.299601 0.9 0.6 -0.3
C 0.754578 -6.819014 -0.294679 -0.7 -1.2 1.3
C 0.231556 -6.681393 1.181843 -0.6 0.0 -1.1
O 1.596777 -7.998865 -0.411147 -0.4 0.5 -0.4
H -0.954015 -5.892451 -1.250932 0.0 0.1 0.2
H -1.175611 -7.630166 -1.248853 0.3 -0.3 0.5
H 0.010019 -6.870600 -2.299461 0.0 -0.1 -0.1
H 1.393043 -5.963214 -0.513916 0.0 -0.1 -0.2
H 0.156307 -5.616142 1.400179 0.1 -0.1 0.4
H 0.754434 -7.247342 1.952807 0.7 0.4 -0.2
H -0.777675 -7.088875 1.241129 -0.2 0.1 -0.2
H 1.442831 -8.569764 0.345146 -0.1 0.1 0.0
C 0.755946 8.164003 -6.189302 0.3 -0.5 0.0
C 0.261806 6.826514 -5.557381 -0.3 0.0 -1.2
C 0.295311 6.793879 -4.060639 1.1 0.7 0.4
O -1.050838 6.509641 -6.044845 -0.1 0.7 -0.4
H 0.667856 8.189721 -7.275436 -0.6 -0.2 0.0
H 1.838228 8.221797 -6.073455 0.1 -0.1 0.4
H 0.374094 9.100390 -5.782525 -0.4 -0.2 0.2
H 0.927090 6.062694 -5.959977 0.3 -0.1 0.0
H -0.566474 7.314405 -3.642935 0.0 -0.2 0.1
H 1.190908 7.351525 -3.786719 0.0 0.2 0.3
H 0.486852 5.819372 -3.611458 -0.6 -0.2 -0.2
H -1.319610 5.637287 -5.747589 0.2 -0.1 0.2
C 1.259634 -2.093404 -6.455858 -0.6 -0.2 -0.7
C 2.389079 -1.225689 -5.880525 -0.9 -0.8 0.5
C 2.214485 0.249618 -6.132872 -0.1 0.0 0.0
O 2.471634 -1.396318 -4.467438 0.7 -0.9 0.1
H 1.160810 -2.134365 -7.540594 0.6 0.7 -0.4
H 0.260583 -1.750760 -6.186431 0.0 -0.1 0.7
H 1.393056 -3.158979 -6.269184 0.0 0.1 0.8
H 3.268895 -1.690746 -6.325201 0.6 0.5 0.4
H 1.144964 0.439904 -6.043304 -0.2 0.3 -0.9
H 2.710986 0.516753 -7.065730 -0.6 0.5 -0.1
H 2.571371 0.850533 -5.296451 0.8 -0.2 -0.2
H 1.732477 -0.988401 -4.010435 -0.3 0.1 -0.2
C -5.700311 -2.436295 3.750377 -0.2 -1.8 0.9
C -6.320717 -3.895905 3.542597 -0.1 0.0 0.3
C -5.344173 -4.955844 3.152265 1.6 0.7 -2.2
O -6.846349 -4.430286 4.735573 -1.1 1.3 2.0
H -4.894937 -2.616768 4.462348 0.3 0.2 -0.1
H -6.352920 -1.728405 4.261354 -0.5 -0.3 -0.2
H -5.307698 -1.946437 2.859317 -0.1 -0.5 -0.1
H -7.130884 -3.862681 2.814147 0.0 0.2 -0.3
H -4.408363 -4.947368 3.711092 -0.1 0.2 0.2
H -5.117843 -4.686481 2.120615 0.7 -0.4 -0.3
H -5.682100 -5.991422 3.113912 -0.6 0.2 0.2
H -7.053044 -5.362440 4.635732 0.1 0.1 -0.3
```
Forces are in eV/Å.

Output
Charge: -1
ΔE to the lowest compared entry with this formula, charge and spin (kJ/mol): 656.2
Kohn-Sham gap (hartree): 0.343